[1]
This record from the Open Molecules 2025 dataset describes a molecular structure, C16H34F3N4O7Y in a non-equilibrium geometry. The level of theory is ωB97M-V/def2-TZVPD.

Calculated values
E_HOMO: -13.452 eV
E_LUMO: -8.2 eV
total energy: -46619.1672 eV
charge: +2
Kohn-Sham gap: 5.27 eV

Positions of all 65 atoms, in Å:
Y 1.1018 -2.6863 1.6178
O -0.1615 -1.6106 0.2710
H -0.9331 -1.6408 -0.3004
C 1.9056 0.9663 -0.4767
O 2.5249 1.1122 -1.4990
N 1.0415 1.8385 0.0955
C 0.7878 1.6899 1.5301
C 0.8271 3.1437 -0.5159
H 1.9599 0.0176 0.1017
H 1.4716 2.2927 2.1282
H 0.9497 0.6254 1.6891
H -0.2601 1.9243 1.6882
H 0.3070 3.7850 0.1870
H 1.7914 3.5890 -0.7759
H 0.2628 3.0609 -1.4425
C 3.0899 -2.0742 -1.0943
O 2.4232 -2.7147 -0.2048
N 4.3156 -2.3133 -1.4231
C 4.8722 -1.6394 -2.5931
C 4.9897 -3.5067 -0.9615
H 2.6320 -1.2352 -1.6188
H 5.0799 -2.3601 -3.3835
H 5.8100 -1.1483 -2.3356
H 4.1794 -0.8967 -2.9789
H 5.5146 -3.9897 -1.7839
H 5.7900 -3.2394 -0.2608
H 4.3181 -4.2033 -0.4804
C -0.5361 -0.5424 4.0012
O -0.0591 -1.3764 3.1739
N 0.0956 -0.0530 5.0345
C -0.5637 1.0136 5.8488
C 1.4877 -0.3701 5.2629
H -1.5726 -0.2155 3.9104
H 0.1560 1.4107 6.5496
H -1.4429 0.5971 6.3333
H -0.9029 1.8260 5.2068
H 2.1325 0.0437 4.4803
H 1.8210 0.0409 6.2094
H 1.6501 -1.4485 5.3076
C -0.1050 -1.2887 -3.2699
O 0.4000 -2.3561 -3.5269
N 0.0194 -0.1762 -4.0235
C -0.5243 1.0802 -3.5847
C 0.5676 -0.2667 -5.3701
H -0.7095 -1.1016 -2.3658
H -0.9384 1.6510 -4.4156
H 0.2237 1.7042 -3.0870
H -1.3609 0.9103 -2.9001
H 1.3679 -0.9999 -5.4000
H -0.2021 -0.6184 -6.0633
H 0.9066 0.7152 -5.6816
C -2.9667 1.0388 1.0227
C -3.7825 1.5300 -0.1574
O -4.8385 0.6464 -0.4721
C -6.0005 0.8898 0.1158
O -6.2485 1.7978 0.8385
C -7.0355 -0.2009 -0.2363
F -7.2182 -0.9512 0.8650
F -8.1858 0.3594 -0.5693
F -6.6247 -1.0012 -1.2230
H -2.3392 0.1697 0.8058
H -3.6273 0.7107 1.8324
H -2.3437 1.8455 1.4079
H -3.1488 1.6491 -1.0415
H -4.1418 2.5497 0.0019

Forces on atoms 1 to 6 (eV/Å):
-2.5834 3.0632 -3.4395
1.5629 -1.7648 2.1387
0.0604 -0.0671 0.0236
-0.5311 0.0778 0.5931
0.1147 -0.0246 -0.6600
0.3956 -0.0128 0.2838

***

[2]
This record from the Open Molecules 2025 dataset describes 4 unconnected molecules or ions with the total composition C16H34FO6PS3. The level of theory is ωB97M-V/def2-TZVPD.

Calculated values
E_HOMO: -9.081 eV
E_LUMO: 0.6 eV
SMILES: CC[C@@H](C)PF.O=S1(=O)CCCC1.O=S1(=O)CCCC1.O=S1(=O)CCCC1
total energy: -73939.9311 eV
charge: 0
Kohn-Sham gap: 9.69 eV

Positions of all 61 atoms, in Å:
C -3.4064 1.2463 0.3848
C -2.8003 0.4687 1.5547
C -1.3647 -0.0432 1.3420
C -0.7813 -0.6084 2.6593
P -1.2247 -1.2895 -0.0123
F 0.1126 -0.7242 -0.7562
H -3.9551 0.6037 -0.3027
H -4.1060 2.0013 0.7438
H -2.6361 1.7633 -0.1923
H -3.4437 -0.3702 1.8393
H -2.7676 1.1119 2.4379
H -0.7606 0.8066 1.0089
H -1.5108 -0.5007 3.4597
H 0.1233 -0.0760 2.9517
H -0.5495 -1.6705 2.5882
H -2.1325 -0.6627 -0.9002
O 0.3579 4.7758 -1.5172
S 0.5298 3.5588 -2.2720
O -0.5966 2.9929 -2.9729
C 1.9168 3.7624 -3.3894
C 3.1204 3.2789 -2.5896
C 2.6579 2.0119 -1.8592
C 1.3011 2.3207 -1.2207
H 1.9525 4.8052 -3.6957
H 1.7210 3.1256 -4.2526
H 3.9717 3.0748 -3.2348
H 3.4139 4.0446 -1.8678
H 2.5552 1.1948 -2.5743
H 3.3815 1.6929 -1.1111
H 0.6403 1.4592 -1.1758
H 1.3923 2.7701 -0.2330
O 4.7019 0.8172 -4.1456
S 4.7043 0.6329 -5.5776
O 5.5008 1.5002 -6.4041
C 5.0614 -1.0866 -5.9308
C 3.6909 -1.7543 -5.9391
C 2.7665 -0.8040 -6.7125
C 2.9950 0.6024 -6.1515
H 5.7449 -1.4481 -5.1663
H 5.5384 -1.1183 -6.9102
H 3.7350 -2.7400 -6.3995
H 3.3329 -1.8787 -4.9150
H 3.0236 -0.8256 -7.7731
H 1.7207 -1.0919 -6.6199
H 2.8763 1.3978 -6.8831
H 2.3730 0.8012 -5.2799
O -4.0949 -1.5450 4.9150
S -3.1457 -2.2332 5.7539
O -1.8025 -2.4551 5.2877
C -3.1192 -1.4436 7.3633
C -4.1840 -2.1884 8.1602
C -3.9927 -3.6749 7.8284
C -3.8747 -3.7864 6.3056
H -3.3123 -0.3833 7.2184
H -2.1212 -1.5939 7.7743
H -4.0864 -1.9953 9.2275
H -5.1771 -1.8579 7.8494
H -3.0776 -4.0398 8.2985
H -4.8179 -4.2811 8.1988
H -3.2264 -4.5911 5.9685
H -4.8451 -3.8606 5.8185

Forces on atoms 1 to 6 (eV/Å):
0.0158 -0.0045 0.0090
-0.0289 -0.0804 -0.0087
0.0755 -0.0140 0.1176
-0.1185 0.1697 -0.1850
-0.1619 0.1185 -0.0298
0.1430 -0.1090 0.0191

***

[3]
This record from the Open Molecules 2025 dataset describes 4 unconnected molecules or ions with the total composition C16H34IN2O13PS6 in a non-equilibrium geometry. The level of theory is ωB97M-V/def2-TZVPD.

Calculated values
E_HOMO: -9.307 eV
E_LUMO: -0.9 eV
total energy: -129141.0221 eV
charge: 0
Kohn-Sham gap: 8.41 eV

Positions of all 73 atoms, in Å:
O 3.3621 1.7706 0.8391
S 2.7138 1.0103 -0.1897
O 2.1953 -0.3210 0.5560
C 0.8450 -0.6707 0.1853
C 0.7857 -1.3055 -1.1869
C -0.6202 -1.7001 -1.6697
S -1.8505 -2.0074 -0.3797
C -2.6288 -0.4684 -0.1045
S -3.5168 -0.2159 1.2076
N -2.4670 0.4900 -1.1337
C -1.7221 1.6436 -1.1057
C -1.8642 2.1982 -2.3511
N -2.6843 1.4335 -3.1274
C -3.0329 0.4207 -2.3826
O 3.9881 0.3207 -1.0324
P 4.3890 0.8179 -2.5692
O 3.2889 0.0060 -3.4547
I 3.5038 3.1211 -2.7982
H 0.2044 0.2004 0.2953
H 0.5272 -1.3843 0.9366
H 1.1804 -0.6007 -1.9172
H 1.4749 -2.1436 -1.1856
H -0.9944 -0.9356 -2.3396
H -0.5353 -2.6097 -2.2559
H -1.1737 1.9757 -0.2470
H -1.3917 3.1125 -2.6569
H -3.6634 -0.4101 -2.6409
H 2.5400 0.5745 -3.6772
O -0.0146 -6.1401 -2.9028
S 0.9425 -5.7020 -1.9347
O 1.5064 -4.3894 -2.0414
O 2.1032 -6.7735 -1.8336
C 2.7483 -7.1843 -3.0628
C 3.7464 -6.1604 -3.5625
C 0.2980 -5.9156 -0.3120
H 1.9890 -7.4068 -3.8131
H 3.2496 -8.1172 -2.8153
H 3.2502 -5.2485 -3.8917
H 4.3039 -6.5699 -4.4046
H 4.4459 -5.8895 -2.7721
H -0.0971 -6.9233 -0.2227
H -0.4959 -5.1825 -0.1827
H 1.0946 -5.7403 0.4060
O -7.0926 5.4138 -2.6258
S -6.1205 5.9679 -1.7345
O -4.7545 6.0728 -2.1414
O -6.2006 5.1969 -0.3488
C -6.1278 3.7531 -0.3795
C -4.7145 3.2476 -0.5737
C -6.6707 7.5326 -1.1489
H -6.7998 3.3714 -1.1492
H -6.5187 3.4329 0.5842
H -4.3398 3.4881 -1.5680
H -4.6838 2.1644 -0.4517
H -4.0395 3.7027 0.1513
H -7.6956 7.4364 -0.8026
H -6.6135 8.2230 -1.9871
H -6.0128 7.8557 -0.3471
O 1.8611 -0.0038 5.6398
S 2.8180 0.8343 6.2965
O 2.6946 2.2558 6.2173
O 4.2743 0.4006 5.8438
C 4.5385 0.3147 4.4219
C 4.7607 1.6673 3.7819
C 2.9621 0.3617 7.9850
H 3.7268 -0.2280 3.9358
H 5.4350 -0.2966 4.3418
H 3.8472 2.2589 3.7764
H 5.0825 1.5376 2.7506
H 5.5183 2.2318 4.3266
H 3.0951 -0.7149 8.0376
H 2.0390 0.6574 8.4779
H 3.8082 0.8846 8.4219

Forces on atoms 1 to 6 (eV/Å):
0.0719 0.2422 0.0396
0.0692 -0.0724 0.3340
0.1855 -0.0056 -0.3643
-0.1554 -0.3372 0.1728
0.1144 0.2920 0.0410
0.4883 0.1562 -0.0645

***

[4]
This record from the Open Molecules 2025 dataset describes 3 unconnected molecules or ions with the total composition C16H34N2O2PS in a non-equilibrium geometry. The level of theory is ωB97M-V/def2-TZVPD.

Calculated values
E_HOMO: -12.692 eV
E_LUMO: -5.3 eV
relative energy (zero: lowest compared OMol25 entry of this formula, charge and spin): 0.0 kJ/mol
total energy: -44337.1278 eV
charge: +1
Kohn-Sham gap: 7.40 eV

Positions of all 56 atoms, in Å:
O 2.7930 -0.0058 -0.5348
P 1.8872 1.2044 -0.0526
O 1.8252 2.3138 -1.1394
S 2.5251 1.8743 1.6223
N 0.2200 0.4993 0.2293
C -0.1114 -0.5800 -0.4448
C -1.3523 -1.1398 -0.1957
C -2.1175 -0.5118 0.7227
C -1.6791 0.6737 1.3658
N -0.4974 1.1562 1.0996
H 2.5815 -0.7525 0.0497
H 1.9635 3.1777 -0.7192
H 0.5681 -1.0283 -1.1549
H -1.6581 -2.0427 -0.7003
H -3.0921 -0.9100 0.9722
H -2.2913 1.1810 2.0962
C -5.0009 1.0779 -1.1126
C -5.2103 1.8370 0.1845
C -6.6638 2.1967 0.4814
C -7.3157 3.1290 -0.5408
C -6.6012 4.4655 -0.7409
C -6.5597 5.3238 0.5204
H -5.3087 1.6372 -1.9956
H -3.9387 0.8416 -1.2341
H -5.5617 0.1403 -1.0978
H -4.5981 2.7446 0.1798
H -4.8325 1.2103 1.0032
H -6.7214 2.6431 1.4771
H -7.2527 1.2754 0.5341
H -8.3443 3.3202 -0.2238
H -7.3887 2.6199 -1.5061
H -7.1225 5.0206 -1.5239
H -5.5831 4.3037 -1.1082
H -7.5682 5.5392 0.8771
H -6.0671 6.2756 0.3180
H -6.0087 4.8355 1.3263
C 7.1026 -5.2548 -0.9803
C 7.0795 -4.4997 0.3454
C 5.6754 -4.0903 0.7863
C 4.9569 -3.1319 -0.1645
C 5.6914 -1.8187 -0.4357
C 5.8858 -0.9692 0.8168
H 6.7227 -4.6451 -1.8019
H 8.1215 -5.5470 -1.2352
H 6.4996 -6.1632 -0.9207
H 7.7285 -3.6224 0.2789
H 7.5100 -5.1392 1.1193
H 5.7320 -3.6453 1.7835
H 5.0630 -4.9910 0.8966
H 3.9660 -2.9065 0.2579
H 4.7702 -3.6344 -1.1177
H 5.1123 -1.2419 -1.1630
H 6.6597 -2.0110 -0.9024
H 4.9232 -0.7232 1.2745
H 6.3858 -0.0328 0.5668
H 6.4978 -1.4787 1.5612

Forces on atoms 1 to 6 (eV/Å):
-1.8288 -0.0532 -1.2184
2.4539 1.6021 3.9957
-0.6964 -0.8607 -1.3253
-0.5150 -0.1536 -0.1919
1.7364 0.2697 -1.6749
-0.9510 -0.7287 -0.0457